Record 1
Molecular formula: C2HNO3S
Method: DFT, wB97M-V/def2-TZVPD

Atoms and positions in Å:
S 1.797396 1.757192 1.571288
O -1.300452 -1.915743 0.038312
O 0.349061 -0.519533 1.250529
O 0.389737 0.962381 -0.971907
N -0.400311 -0.039859 -1.080586
C -0.727653 -0.925112 -0.217569
C 1.018503 0.477508 1.293032
H -1.126281 0.203167 -1.883101

Forces on the atoms, in the same order (eV/Å):
0.7251 0.4815 0.4361
0.3602 0.5418 -0.0835
1.3697 1.2170 0.2615
2.0313 1.3627 0.9442
-2.7149 0.8074 -2.7806
-1.5190 -1.7050 -0.3417
-1.5342 -1.0319 -0.5566
1.2819 -1.6735 2.1205

Summary:
Charge: 0
LUMO energy: -0.39 eV
Kohn-Sham gap: 0.293 hartree

---

Record 2
Molecular formula: C41H63N4O3SSi
Method: DFT, wB97M-V/def2-TZVPD

Atoms and positions in Å:
S 3.182166 4.156549 2.228287
Si 3.369053 -2.944645 3.177734
O 4.157868 5.083061 2.683357
O 2.034256 1.339993 0.689196
O 2.456029 4.333513 1.026241
N 5.884978 -1.593108 1.901950
N 4.198009 2.747387 2.043498
N 2.670952 0.916285 1.892044
N 4.990537 0.607727 1.700036
C 1.380019 0.621088 -4.589326
C 3.959030 1.448899 1.871855
C 2.124507 3.700622 3.551578
C 0.649552 1.733082 0.867168
C 4.395676 -3.531373 4.624414
C -2.676785 -2.876460 -5.595170
C 8.102920 -2.233610 1.078117
C -3.981620 4.460990 -5.255879
C -0.576241 -0.452105 0.781143
C -7.190747 0.013007 -0.523890
C -5.112842 1.214317 -0.665377
C 7.119053 -1.096690 1.281834
C -3.350166 3.434989 -4.565432
C -5.436759 2.248783 -4.420214
C -1.520733 0.199682 4.379111
C -0.205879 0.754097 1.648439
C -1.451978 1.468916 2.174943
C 3.713718 -3.957722 1.643080
C -6.067639 3.273324 -5.112165
C 2.726886 -0.562868 1.877244
C -5.340200 4.380446 -5.528210
C -5.187353 -0.941527 0.403060
C 1.045139 -1.660042 -3.901238
C 1.419775 -1.323120 -2.607631
C -6.548909 -1.021608 0.144998
C 1.753325 0.957661 -3.295167
C 1.557014 -3.077616 3.632211
C -4.078080 2.330005 -4.146241
C 3.677703 -1.063185 2.940859
C -6.472467 1.128934 -0.930981
C -2.512453 -1.605458 -3.562073
C -4.672895 -2.173490 -4.452162
C 1.025862 -0.686900 -4.891392
C -1.901254 -2.263667 -4.620312
C 1.773583 -0.014625 -2.303786
C -3.897929 -1.561065 -3.477128
C 5.094633 -0.602375 2.587954
C -3.586712 1.371614 3.468802
C -4.061913 -2.830816 -5.511325
C -2.301762 0.623634 3.125380
C -4.473354 0.179678 0.001288
H -4.044942 1.748960 2.553883
H 1.393932 -3.964066 4.247919
H -4.551627 2.081446 -0.991640
H -1.132091 -0.817675 4.306347
H 0.324369 1.766633 -0.175519
H 0.262455 -0.767182 0.155181
H 7.601567 -0.320874 1.902743
H 1.616597 4.627985 3.817550
H -2.072461 1.759783 1.319293
H -2.202024 -3.388283 -6.422500
H 7.772942 -2.909585 0.290833
H -7.108332 -1.894412 0.455829
H -1.394188 -0.202402 0.102606
H -6.968726 1.932198 -1.460463
H 1.194710 -2.213529 4.195867
H 5.581058 -0.233974 3.505518
H 0.592509 2.743469 1.261844
H 5.166644 3.042920 2.085873
H -4.683508 -1.755052 0.910379
H 1.432174 -2.084517 -1.836123
H -4.665392 -3.306241 -6.273758
H 0.930145 -3.171343 2.742743
H 4.097252 -3.374967 0.807551
H 4.464507 -4.716057 1.876842
H 2.024714 1.979448 -3.059113
H -8.250163 -0.054936 -0.734628
H -2.598763 -0.277552 2.579123
H -6.000905 1.382846 -4.096172
H -0.820615 -2.296243 -4.686222
H 4.073836 -4.543010 4.882951
H 1.363799 1.377721 -5.362871
H 3.420470 -0.597962 3.900960
H -0.884765 -1.308904 1.381779
H 3.055149 -0.875318 0.879191
H 5.887389 1.078190 1.635400
H 1.431048 2.926024 3.234633
H 5.469309 -3.577850 4.429064
H 0.766995 -2.679262 -4.137725
H 1.713604 -0.924677 2.025616
H 9.083723 -1.846621 0.807559
H 0.351394 0.387128 2.517596
H -1.906528 -1.122528 -2.803883
H -5.752897 -2.137651 -4.386392
H -3.408641 0.237990 0.193334
H -3.587291 1.525990 -3.610787
H 0.734188 -0.947988 -5.900531
H -5.832234 5.179729 -6.067266
H -0.668972 0.863057 4.561388
H -3.414436 5.322390 -5.584739
H 4.230926 -2.908944 5.507048
H -4.286401 0.705356 3.973914
H -7.126035 3.208502 -5.330162
H -2.288968 3.495479 -4.357897
H 8.222741 -2.810540 1.998271
H 2.811550 -4.485634 1.329014
H -4.371867 -1.040001 -2.652652
H 2.745241 3.368458 4.380178
H 6.866276 -0.646152 0.319716
H -2.152467 0.239908 5.266330
H -1.172036 2.400153 2.684858
H 2.059100 0.249008 -1.293551
H -3.403474 2.213098 4.142564
H 6.152859 -2.296143 2.584582

Forces on the atoms, in the same order (eV/Å):
0.0656 -0.2710 -0.1117
0.0406 -0.1189 0.1642
0.0776 0.1580 0.0364
-0.0856 0.2906 0.3262
-0.1683 0.0356 -0.0636
0.0655 0.0564 -0.0918
-0.1342 -0.0737 -0.3310
0.4743 -0.1139 -0.1022
0.2494 0.4722 0.8272
-0.0237 -0.0600 -0.0260
-0.3152 -0.3905 -0.1501
0.1222 -0.0356 0.0767
0.0243 -0.1270 -0.2209
-0.0174 0.0256 0.0219
-0.0729 0.0194 0.0316
0.0222 -0.0372 -0.0373
0.0005 0.0001 0.0016
0.1373 -0.0839 -0.0481
0.0291 -0.0191 -0.0101
0.0393 0.0343 -0.0296
0.0481 0.0423 0.1266
-0.0109 0.0094 0.0070
0.0006 -0.0184 0.0145
0.0189 0.0230 -0.0090
-0.1549 -0.1903 0.0523
-0.0313 -0.0545 -0.0752
0.0034 -0.0529 0.0407
0.0020 0.0035 0.0107
-0.0645 -0.0244 -0.2027
0.0000 0.0013 0.0005
-0.0069 0.0186 0.0167
0.4765 0.1089 0.1712
-0.0206 -0.0469 -0.0418
0.0108 -0.0187 -0.0273
-0.0156 0.0050 0.0541
-0.0499 0.1628 -0.0240
0.0225 -0.0211 0.0284
0.1321 0.0265 -0.0850
-0.0346 0.0249 -0.0194
0.0041 -0.0014 -0.0096
0.0161 -0.0064 -0.0092
0.1405 0.0789 0.0130
-0.0614 -0.1189 -0.1414
-0.0368 -0.0014 -0.0325
0.0008 0.0830 0.0634
-0.2112 -0.1512 -0.1681
0.0920 -0.0449 0.0746
-0.0083 -0.0087 -0.0246
-0.0260 0.0082 -0.0905
0.0450 -0.0613 -0.0249
-0.1726 -0.0016 0.0881
-0.0310 -0.0116 -0.0321
-0.0185 0.0092 -0.0078
0.0436 0.0081 -0.0374
-0.0825 0.1189 0.0240
0.0008 -0.0177 0.0476
-0.0180 -0.0205 0.0281
-0.1129 -0.0587 -0.0090
0.0313 0.0760 0.0211
-0.0019 -0.0081 -0.0086
-0.0483 -0.0170 0.0262
-0.0006 0.0035 0.0015
0.0505 -0.0003 -0.0033
-0.0004 0.0017 0.0071
0.0372 -0.0291 0.0723
0.1578 0.0196 -0.0895
0.1388 0.1029 0.1131
-0.0046 0.0030 -0.0001
-0.0013 0.0029 0.0099
0.0095 -0.0089 -0.0055
-0.0058 -0.0014 0.0026
-0.0098 -0.0310 -0.0029
-0.0443 0.0389 -0.0053
0.0199 0.0020 -0.0405
0.0113 -0.0046 -0.0009
-0.0006 0.0066 0.0141
-0.0200 -0.0066 0.0294
0.0078 -0.0077 -0.0070
-0.7882 -0.0369 -0.1197
0.0472 -0.0192 -0.0007
-0.0023 -0.0061 -0.0018
-0.1684 -0.0670 -0.0163
-0.0550 0.0141 -0.0019
0.0155 -0.0502 0.0433
-0.0267 -0.0106 -0.0407
-0.0178 0.0647 0.0040
-0.0060 0.0249 0.0058
0.3178 0.0289 0.1302
0.0630 0.0566 0.0150
-0.0118 0.0037 -0.0512
0.0361 0.2670 0.0237
0.0392 0.0140 0.0071
0.0013 0.0029 -0.0014
-0.0777 0.0052 0.0202
-0.0015 -0.0211 -0.0306
-0.0248 0.0204 -0.0012
0.0018 -0.0035 -0.0024
-0.0467 0.0413 0.0393
-0.0021 -0.0001 0.0009
0.0402 0.0016 -0.0028
-0.0792 0.0304 -0.0563
0.0019 0.0016 0.0005
0.0024 -0.0038 -0.0015
0.0279 0.0210 -0.0026
0.0081 0.0153 -0.0389
-0.0222 -0.0308 0.0036
-0.0064 0.0281 0.0298
0.0353 0.0332 0.0165
-0.0213 -0.0526 -0.0027
0.0301 -0.0329 0.0302
0.0288 -0.0053 -0.0628
0.0957 0.0323 -0.0780
-0.1806 -0.0723 -0.0437

Summary:
Charge: +1
LUMO energy: -3.47 eV
Kohn-Sham gap: 0.260 hartree

---

Record 3
Molecular formula: C3H12N2O3
Method: DFT, wB97M-V/def2-TZVPD

Atoms and positions in Å:
O -0.725285 2.489211 0.861632
O -2.786053 2.041432 -0.689351
O -1.065097 0.138485 -1.871866
N 1.641211 -2.695141 -0.259744
N 0.472161 0.584695 1.028164
C 0.174467 1.768886 0.474455
C 1.426407 -0.459600 0.736408
C 0.678122 -1.769766 0.395590
H -0.222793 -1.583106 -0.228379
H 1.723102 -2.330420 -1.298765
H 2.007273 -0.840804 1.684940
H 0.761298 2.052631 -0.456559
H -0.005053 0.529434 1.983799
H -1.977067 -0.213801 -2.161934
H 2.344213 -0.091730 0.049124
H -3.753072 1.994660 -0.532726
H -1.327558 0.903897 -1.395690
H -2.196376 2.331073 0.008531
H 0.340826 -2.172633 1.362219
H 2.489274 -2.677405 0.310152

Forces on the atoms, in the same order (eV/Å):
-0.0446 0.3501 0.6304
-1.3256 -0.5916 -1.5529
-1.6248 -2.2562 -1.5091
-1.4034 0.9612 -1.8309
-0.7112 0.5343 3.2244
1.0721 -0.2289 -1.8357
2.3967 -0.3556 0.5526
0.6721 0.1329 -1.0182
0.7977 -0.1390 0.1991
0.5641 -1.0562 3.0367
-0.8915 1.5385 -1.2631
-0.3124 -0.4941 0.8637
0.7458 -0.2107 -1.9414
2.2551 0.7899 0.6189
-2.6317 -0.8876 0.9491
1.4393 0.3335 0.5352
-0.6721 1.2809 0.6741
-0.4263 0.4116 0.9818
0.0160 -0.1446 -0.3475
0.0846 0.0314 -0.9670

Summary:
Charge: 0
LUMO energy: 0.80 eV
Kohn-Sham gap: 0.369 hartree

---

Record 4
Molecular formula: CH14O6
Method: DFT, wB97M-V/def2-TZVPD

Atoms and positions in Å:
O 1.780267 1.567624 -0.052466
O 0.592383 1.365460 2.498520
O -0.804310 -1.259857 -2.343189
O -2.887052 0.746553 -1.460244
O 1.543394 -1.197392 -0.956489
O -1.604933 0.992147 1.127579
C 1.448596 -1.700775 0.335718
H 0.590914 -1.123546 0.810635
H -0.640400 -2.203813 -2.348851
H -1.754672 -1.115864 -2.440691
H 1.108705 -2.757115 0.377642
H -2.708419 0.507749 -0.539847
H -2.343351 1.542796 -1.500233
H 0.826261 1.272293 1.543140
H 2.575402 1.132409 0.283237
H -2.183100 0.508264 1.723852
H 0.639396 -1.114525 -1.407675
H -0.767014 1.257412 1.568058
H 1.459220 0.857816 -0.628122
H 2.469785 -1.596572 0.703271
H 0.658927 2.318938 2.706157

Forces on the atoms, in the same order (eV/Å):
-0.0224 -1.1661 -0.0159
0.2348 0.2700 -0.5611
1.4003 -0.1770 0.5919
0.4533 -0.1647 0.1772
-0.4211 -0.5213 0.3224
-0.0016 -0.2830 -1.0137
0.5672 0.9680 -0.6135
0.4722 -0.4205 0.0860
-0.5702 -0.4601 -0.5337
-0.2003 0.4668 0.3080
-0.2327 -0.0066 -0.2255
-0.1733 -0.0660 -0.0010
-0.1966 0.1356 -0.3775
0.6225 0.7452 0.8860
0.4174 0.6261 0.2107
0.3347 0.2278 0.4393
-0.8910 0.0803 -0.5091
-1.2101 -0.2911 0.6898
-0.2514 0.8148 -0.3754
-0.4428 -0.1466 0.7062
0.1109 -0.6317 -0.1912

Summary:
Charge: +1
LUMO energy (spin up / spin down): -3.80 / -10.50 eV
Multiplicity: 2
Kohn-Sham gap (spin up / spin down): 0.385 / 0.138 hartree